[1]
14
Properties=species:S:1:pos:R:3:forces:R:3 method="wB97M-V/def2-TZVPD" charge=+1 e_tot_ha=-588.9201 homo_lumo_gap_ev=10.530 e_above_lowest_ev=4.074 fmax_ha_per_bohr=0.072 e_homo_ev=-14.5 molar_mass_g_mol=93.2
N -1.850 -0.446 0.672 -0.7 -1.3 2.6
H 1.216 1.627 -0.468 0.7 0.6 1.4
H -3.562 -0.980 -0.978 1.0 1.9 0.6
H 2.710 0.699 -0.067 -0.9 0.0 0.5
H 2.167 -1.353 -0.655 -1.2 -0.8 -0.1
S -3.002 0.177 -0.195 -0.9 -0.1 -3.4
C 1.081 -1.282 -0.383 2.2 0.0 -0.4
N 0.688 -0.217 0.097 0.9 3.2 1.6
H 1.631 1.114 1.375 0.1 0.9 -0.8
H -2.342 -0.814 1.524 1.4 0.5 -0.7
C 1.676 0.947 0.288 -1.3 -1.8 -1.3
H -0.766 -0.262 0.614 0.1 0.0 -0.7
H 0.291 -1.964 -0.419 -0.4 -2.1 -0.7
H -2.251 0.803 -1.274 -1.1 -1.1 1.4

---

[2]
14
Properties=species:S:1:pos:R:3:forces:R:3 method="wB97M-V/def2-TZVPD" charge=+2 e_tot_ha=-245.0867 homo_lumo_gap_ev=10.929 e_above_lowest_ev=3.288 fmax_ha_per_bohr=0.063 e_homo_ev=-21.1 molar_mass_g_mol=75.1 smiles="C=[NH+]C[NH2+]N"
H -0.256 2.156 -0.188 0.2 -1.5 1.0
H -2.664 -1.479 0.229 2.1 1.6 -0.2
H 1.929 -1.447 0.242 -0.3 -0.7 1.5
C -1.623 -0.963 -0.016 -2.9 -1.2 0.7
H 0.624 0.096 1.372 0.9 0.1 -1.2
H 1.761 0.977 0.570 1.4 1.7 0.5
N 1.443 -0.777 -0.319 -0.4 -1.3 -0.4
H 2.231 -0.575 -0.894 0.4 1.3 -1.3
H -2.060 0.931 0.563 -0.1 -1.0 -1.6
H 0.010 1.045 -1.445 0.3 -0.8 1.2
N 1.016 0.357 0.415 -2.5 -0.4 0.6
H -0.834 -1.658 -0.174 0.7 -0.3 -0.9
N -1.443 0.303 -0.030 1.0 1.8 2.0
C -0.135 1.034 -0.324 -0.8 0.6 -1.8

---

[3]
15
Properties=species:S:1:pos:R:3:forces:R:3 method="wB97M-V/def2-TZVPD" charge=0 e_tot_ha=-321.1060 homo_lumo_gap_ev=10.010 e_above_lowest_ev=0.702 fmax_ha_per_bohr=0.019 e_homo_ev=-9.2 molar_mass_g_mol=91.1 smiles="NC=O.NCN"
H 0.981 -0.700 -0.797 0.0 -0.2 0.1
N 0.229 -1.315 -0.501 0.0 0.0 -0.2
H -1.277 -3.094 -2.281 0.2 -0.1 0.1
H 1.329 3.013 1.634 0.0 0.1 0.1
C -0.870 -1.227 -1.480 0.2 0.9 0.4
H -0.216 0.712 0.611 0.0 0.0 0.1
O 0.642 1.543 2.845 0.2 -0.2 0.0
C 0.773 2.068 1.767 -0.2 0.4 -0.1
H 0.015 2.246 -0.131 0.2 0.0 0.0
H -1.829 -1.194 -0.958 0.0 -0.5 0.0
H -0.777 -0.214 -1.894 -0.1 -0.2 -0.2
N -0.919 -2.187 -2.529 -0.4 0.1 -0.4
N 0.284 1.593 0.585 -0.1 -0.2 0.1
H 0.612 -2.253 -0.472 -0.1 0.0 0.1
H -0.103 -2.224 -3.117 0.1 -0.1 0.1

---

[4]
15
Properties=species:S:1:pos:R:3:forces:R:3 method="wB97M-V/def2-TZVPD" charge=0 e_tot_ha=-321.0957 homo_lumo_gap_ev=9.859 e_above_lowest_ev=0.981 fmax_ha_per_bohr=0.018 e_homo_ev=-9.0 molar_mass_g_mol=91.1 smiles="[H]/N=C/N.NCO"
N -1.767 -0.324 -1.074 -0.8 0.1 -0.2
C 2.020 -0.358 -0.030 0.0 0.3 -0.7
H -2.191 -0.785 0.920 -0.1 0.2 0.2
H -2.889 0.758 0.370 -0.1 0.0 -0.2
C -2.018 0.109 0.303 0.4 -0.6 0.1
H -0.785 -0.372 -1.291 0.1 -0.2 0.2
H 1.939 -1.512 1.414 -0.5 -0.1 0.0
H 1.763 0.714 -1.750 0.3 0.1 0.1
N 1.635 0.743 -0.750 -0.2 -0.1 0.0
O -0.939 0.838 0.809 0.4 0.1 0.2
H -2.209 -1.225 -1.236 0.3 0.2 -0.1
N 1.341 -0.835 0.938 0.8 0.0 0.4
H 0.777 1.191 -0.457 -0.2 -0.1 0.0
H -0.259 0.214 1.147 -0.2 0.1 -0.2
H 2.983 -0.751 -0.377 -0.1 -0.1 0.2